1.
Entry from OMol25: C19H28BHgN7Si as an isolated structure at a distorted geometry (wB97M-V/def2-TZVPD).

ORCA input file:
```
! wB97M-V def2-TZVPD RIJCOSX def2/J DEFGRID3
* xyz 0 1
H 0.054 3.092 0.366
N 0.422 1.812 -1.292
B 1.008 0.882 -3.586
N 0.888 2.050 -2.563
C 1.130 3.370 -2.732
Hg -0.557 -0.496 -0.604
H 1.495 3.742 -3.677
C 0.818 4.014 -1.538
H 0.884 5.062 -1.329
C 0.385 2.995 -0.664
H 1.439 1.268 -4.635
C -1.827 -2.817 0.799
H -2.209 -2.702 1.829
H -0.907 -3.426 0.838
H -2.589 -3.345 0.199
N -0.422 0.280 -3.730
N 1.895 -0.247 -2.983
N -1.132 -0.245 -2.667
N 1.541 -0.860 -1.806
C -1.165 0.189 -4.855
C 3.019 -0.814 -3.475
H -0.762 0.549 -5.795
H 3.433 -0.475 -4.413
C -2.383 -0.398 -4.523
C 3.421 -1.806 -2.585
C -2.328 -0.654 -3.145
C 2.472 -1.791 -1.544
H -3.195 -0.608 -5.198
H 4.273 -2.449 -2.671
H -3.071 -1.101 -2.496
H 2.437 -2.396 -0.647
H -1.617 -1.772 0.347
C -2.621 1.724 1.091
Si -1.541 0.985 2.434
C -0.554 2.324 3.276
C -2.656 0.125 3.660
N -0.383 -0.123 1.724
C 0.589 -0.812 2.387
C 1.913 -0.863 1.863
C 2.879 -1.682 2.436
C 2.575 -2.445 3.573
C 1.293 -2.377 4.137
C 0.311 -1.570 3.567
H -3.305 2.449 1.558
H -3.234 0.960 0.594
H -2.050 2.253 0.317
H -1.228 3.062 3.732
H 0.075 1.897 4.068
H 0.105 2.843 2.568
H -3.128 -0.769 3.229
H -2.131 -0.168 4.578
H -3.456 0.825 3.946
H 2.140 -0.244 0.994
H 3.879 -1.721 2.003
H 3.332 -3.089 4.025
H 1.047 -2.954 5.030
H -0.698 -1.535 3.983
*
```

Properties
E_LUMO (eV): -0.10
ΔE to the lowest compared entry with this formula, charge and spin (eV): 0.000
Kohn-Sham gap (eV): 7.038

natural (NBO) atomic charge list, values in e, 6 entries:
1. H 0.215
2. N -0.371
3. B 0.555
4. N -0.335
5. C -0.014
6. Hg 1.509



2.
Entry from OMol25: one molecule with the formula C10H13NS at a distorted geometry (wB97M-V/def2-TZVPD).

ORCA input file:
```
! wB97M-V def2-TZVPD RIJCOSX def2/J DEFGRID3
* xyz 0 1
C 1.768 1.643 0.833
C 1.186 0.265 0.587
C 2.083 -0.432 -0.463
C 1.047 -0.391 1.948
N -0.082 0.262 0.059
C -0.937 1.288 0.323
C -2.197 1.063 -0.209
C -2.068 -0.179 -0.940
C -2.842 -1.130 -1.596
C -2.102 -2.229 -1.972
S -0.432 -2.124 -1.550
C -0.771 -0.581 -0.744
H 1.109 2.162 1.595
H 2.841 1.738 1.213
H 1.626 2.353 -0.130
H 1.693 -1.418 -0.885
H 1.843 0.257 -1.312
H 3.175 -0.542 -0.067
H 0.517 -1.417 1.910
H 1.962 -0.601 2.517
H 0.422 0.054 2.765
H -0.662 2.101 0.908
H -2.910 1.880 -0.322
H -3.871 -1.044 -1.791
H -2.398 -2.978 -2.678
*
```

Properties
E_LUMO (eV): 0.77
SMILES: CC(C)(C)n1ccc2ccsc21
ΔE to the lowest compared entry with this formula, charge and spin (eV): 0.468
Kohn-Sham gap (eV): 8.654

natural (NBO) atomic charge list, values in e, 6 entries:
1. C -0.616
2. C 0.089
3. C -0.610
4. C -0.634
5. N -0.379
6. C -0.037



3.
Entry from OMol25: a 40-piece molecular cluster, H80O40 overall at a distorted geometry (wB97M-V/def2-TZVPD).

ORCA input file:
```
! wB97M-V def2-TZVPD RIJCOSX def2/J DEFGRID3
* xyz 0 1
H -2.286 -3.719 -1.520
H -2.628 -3.009 -2.718
O -2.974 -3.810 -2.238
H 0.200 -3.893 -1.761
H -0.428 -3.108 -0.578
O -0.489 -4.002 -0.973
H 2.830 -5.178 0.903
H 1.307 -5.383 1.579
O 2.254 -5.418 1.602
H -4.899 -0.362 -4.415
H -4.680 1.094 -4.734
O -4.626 0.249 -5.129
H 6.110 1.218 0.159
H 6.267 1.767 -1.272
O 5.940 1.005 -0.736
H 2.026 -0.424 1.375
O 1.844 0.477 1.159
H -0.320 1.431 2.381
O -0.417 1.194 3.401
H -1.151 1.044 -6.184
H -2.490 0.489 -6.416
O -1.496 0.304 -6.698
H 0.035 -3.122 4.493
H -0.631 -2.348 3.299
O 0.106 -2.345 3.908
H -0.727 0.604 0.272
H -0.255 0.303 -0.939
O -0.796 1.053 -0.602
H -4.074 -0.618 1.467
H -4.681 0.016 2.734
O -4.468 -0.805 2.294
H 0.348 2.078 -1.787
O 1.026 2.091 -2.486
H 0.555 -1.478 -4.379
H 1.913 -2.408 -4.418
O 1.586 -1.555 -4.625
H -0.631 -1.786 5.902
H -1.610 -2.729 5.962
O -0.662 -2.666 6.273
H -0.368 5.334 -1.346
H 0.128 6.375 -0.365
O -0.521 5.550 -0.391
H 1.846 3.051 1.724
H 0.324 3.457 1.625
O 1.084 3.223 2.241
H 0.101 5.582 -4.114
H 0.028 4.604 -3.018
O -0.236 5.486 -3.198
H -2.882 3.586 -1.821
H -2.647 2.003 -1.264
O -2.727 2.593 -2.013
H 4.721 2.167 1.031
O 5.418 2.449 1.678
H -1.630 -0.672 -3.804
H -0.857 -1.521 -2.723
O -0.922 -1.377 -3.672
H 0.509 -3.042 2.145
O 0.123 -2.706 1.178
H 3.349 5.070 0.996
H 4.154 3.814 0.482
O 3.325 4.150 0.853
H 3.272 -0.933 3.246
H 2.678 0.134 4.178
O 3.144 0.004 3.333
H 2.742 -2.849 0.911
H 3.569 -2.811 2.271
O 2.889 -2.331 1.770
H -1.715 3.970 1.188
H -1.433 2.712 0.476
O -1.644 3.019 1.341
H 1.789 0.248 -2.358
H 1.776 -0.316 -0.970
O 1.289 -0.392 -1.862
H 1.023 -4.526 -3.761
H -0.084 -3.367 -3.472
O 0.733 -3.805 -3.146
H -1.715 1.781 -3.361
H -2.601 1.433 -4.584
O -2.112 1.057 -3.836
H 3.532 1.868 -1.581
H 2.539 2.877 -1.651
O 3.421 2.808 -1.484
H -2.953 -2.120 -0.296
H -2.467 -1.716 1.098
O -2.615 -1.329 0.166
H 0.267 -0.527 6.580
H -0.450 0.045 5.331
O -0.544 -0.134 6.316
H 3.927 -0.574 -3.166
O 4.515 -1.234 -2.766
H -5.021 2.445 1.231
H -3.526 2.479 1.903
O -4.139 2.016 1.248
H 4.887 3.317 1.918
H 2.142 0.880 2.033
H 0.589 -1.850 1.120
H -0.837 2.013 3.750
H 0.757 1.875 -3.352
H 5.482 -1.051 -2.863
O -2.598 -1.935 3.968
H -3.405 -2.124 3.511
H -2.690 -0.921 4.133
O -3.772 -3.798 1.759
H -4.165 -4.457 2.346
H -3.369 -4.320 1.075
O 2.205 1.052 -4.462
H 3.145 1.076 -4.435
H 2.033 0.096 -4.658
O -2.734 1.030 4.715
H -3.466 1.246 5.347
H -2.593 0.136 4.931
O -5.949 -1.326 -2.788
H -6.389 -1.276 -1.942
H -5.115 -1.641 -2.481
O 3.730 -3.895 -1.004
H 4.628 -3.892 -1.365
H 3.483 -3.060 -1.416
O 1.354 2.424 5.373
H 2.301 2.342 5.215
H 1.013 2.706 4.501
*
```

Properties
E_LUMO (eV): -0.34
ΔE to the lowest compared entry with this formula, charge and spin (eV): 9.285
Kohn-Sham gap (eV): 9.628

Löwdin atomic charge list, values in e, 6 entries:
1. H -0.006
2. H 0.025
3. O -0.097
4. H 0.019
5. H -0.006
6. O -0.136